Below is an isolated molecule of C7H10O4S, with properties calculated with ωB97M-V/def2-TZVPD.

Each line ends with the natural charge from an NBO analysis.
Geometry (Å):
C: 1.2261 -0.0974 -1.6394  -0.185
C: -2.1562 1.1698 -0.1867  0.595
C: -2.1376 -0.1145 0.1228  -0.027
C: 2.2909 0.4792 0.9363  -0.450
C: 3.1200 0.6567 -0.3486  -0.078
C: 1.5243 -0.8489 0.9095  -0.572
C: -3.4190 -0.9604 0.0692  -0.072
O: -1.0533 -0.6545 0.6832  -0.784
O: 2.1596 0.8727 -1.4624  -0.502
O: -2.0624 2.3234 -0.3994  -0.475
O: -4.3622 -0.1963 -0.5964  -0.697
S: 0.4453 -1.0578 -0.5678  0.818
H: 3.1183 0.5148 1.6423  0.229
H: 1.6125 1.4362 1.1593  0.241
H: 3.6732 1.5650 -0.2520  0.201
H: 3.8695 -0.0562 -0.6740  0.197
H: 2.2470 -1.6780 0.9281  0.229
H: 0.7039 -0.8492 1.7895  0.299
H: -3.1460 -1.8613 -0.4910  0.181
H: -3.8387 -1.3396 1.0731  0.162
H: 0.5830 0.0946 -2.6236  0.231
H: -4.3981 0.6017 -0.0719  0.459

The value obtained for the energy above the lowest of the compared OMol25 structures with the same formula, charge and spin is 4.7580 eV. Its LUMO energy is 0.43 eV. As for the total energy: -971.68416 a.u. The HOMO energy is -0.263 Ha.